Record 1
Entry from the Open Molecules 2025 dataset: a molecular structure, C43H26N11OS2W (wB97M-V/def2-TZVPD).

Geometry (Å):
W1 0.095 0.008 -0.046
C1 2.428 3.605 -4.864
C2 1.119 3.819 -5.291
C3 0.071 3.185 -4.626
C4 0.438 2.250 -3.653
C5 -0.521 1.799 -2.648
N1 0.181 1.975 -1.302
C6 1.453 1.403 -1.923
N2 3.012 1.441 -1.026
C7 2.990 1.086 0.288
C8 3.787 1.533 1.425
C9 4.782 2.495 1.562
C10 5.265 2.783 2.829
C11 4.780 2.130 3.957
C12 3.793 1.156 3.837
C13 3.308 0.859 2.584
C14 2.175 -0.015 2.171
N3 1.330 -0.765 2.837
C15 -0.032 -0.875 2.621
N4 -0.936 0.382 2.083
C16 -2.332 -0.558 2.266
N5 -3.321 -0.123 1.579
C17 -3.202 0.535 0.390
N6 -2.018 0.869 -0.281
C18 -2.482 1.442 -1.454
N7 -1.814 1.878 -2.567
C19 -3.805 1.915 -1.259
C20 -4.573 2.898 -1.919
C21 -5.771 3.255 -1.363
C22 -6.223 2.680 -0.140
C23 -5.480 1.740 0.520
C24 -4.264 1.339 -0.065
C25 -2.086 -1.316 3.531
C26 -3.051 -1.229 4.535
C27 -2.673 -1.590 5.831
C28 -1.338 -1.829 6.095
C29 -0.357 -1.723 5.109
C30 -0.716 -1.424 3.821
N8 1.858 0.410 0.951
C31 1.717 2.096 -3.174
C32 2.742 2.765 -3.801
H1 3.236 4.132 -5.357
H2 0.920 4.504 -6.105
H3 -0.969 3.360 -4.857
H4 5.141 3.039 0.698
H5 6.028 3.544 2.947
H6 5.171 2.392 4.931
H7 3.390 0.676 4.719
H8 -4.196 3.379 -2.813
H9 -6.373 4.016 -1.846
H10 -7.162 3.016 0.285
H11 -5.797 1.350 1.478
H12 -4.069 -0.963 4.282
H13 -3.407 -1.642 6.626
H14 -1.032 -2.067 7.108
H15 0.687 -1.858 5.363
H16 3.766 2.653 -3.469
S1 -0.936 -1.882 1.237
C33 0.448 -2.595 0.446
N9 1.207 -1.855 -0.294
C34 2.264 -2.566 -0.836
C35 3.265 -2.059 -1.670
C36 4.246 -2.913 -2.123
C37 4.250 -4.267 -1.760
C38 3.272 -4.781 -0.937
C39 2.277 -3.924 -0.474
S2 0.934 -4.265 0.565
H17 3.257 -1.012 -1.937
H18 5.025 -2.527 -2.767
H19 5.032 -4.920 -2.127
H20 3.273 -5.825 -0.652
O1 1.532 0.297 -1.142
C40 -2.929 -1.817 -1.628
C41 -1.712 -1.452 -2.404
N10 -0.578 -0.846 -2.050
C42 0.195 -0.846 -3.211
C43 -0.471 -1.408 -4.238
N11 -1.680 -1.783 -3.711
H21 -2.843 -1.534 -0.591
H22 -3.082 -2.899 -1.666
H23 -3.808 -1.321 -2.044
H24 1.187 -0.444 -3.237
H25 -0.202 -1.576 -5.264
H26 -2.426 -2.244 -4.199

Energy relative to the best compared isomer or geometry (same formula, charge and spin) (kJ/mol): 1033.99
E_HOMO (spin up / spin down) (hartree): -0.106 / -0.108
Maximum force (eV Å⁻¹): 9.6
Net charge: -1
HOMO-LUMO gap (spin up / spin down) (eV): 4.969 / 5.008

Per-atom Mulliken charges, elementary charge units: W 1.2996; C -0.6591; C -0.5310; C -1.2630; C 0.3063; C 1.2918; N -1.0225; C 1.3785; N -0.7220; C -0.1717; C 0.0776; C -0.4279; C -0.5471; C -0.6108; C -0.2678; C -0.2602; C 0.8454; N -0.5935; C 0.5566; N -0.9593; C 0.7448; N -0.5961; C -0.6314; N 0.1457; C 0.1599; N -0.6345; C 0.0573; C -0.5910; C -0.5754; C -0.5294; C -0.6418; C 0.0399; C 0.3085; C -1.2708; C -0.6017; C -0.4931; C -0.4504; C 0.8851; N 0.4413; C -0.5875; C -0.4115; H 0.3812; H 0.4074; H 0.4821; H 0.4898; H 0.3808; H 0.3866; H 0.5279; H 0.5073; H 0.3845; H 0.3846; H 0.5139; H 0.4708; H 0.3881; H 0.3816; H 0.4572; H 0.4966; S -0.7796; C 0.3867; N 0.3454; C -0.3551; C -0.0057; C -1.3050; C -0.5817; C -0.6603; C 0.6733; S -0.4130; H 0.4666; H 0.4314; H 0.3788; H 0.4052; O 0.6899; C -1.3765; C 0.1467; N 1.0188; C -1.0047; C -0.9792; N 0.0142; H -0.0007; H 0.4407; H 0.4105; H 0.4736; H 0.4274; H 0.2237

***

Record 2
Entry from the Open Molecules 2025 dataset: 5 unconnected molecules or ions with the total composition C6H17NO (wB97M-V/def2-TZVPD).

Geometry (Å):
C1 2.142 0.316 0.757
C2 1.588 0.169 -0.539
C3 1.575 -1.150 -1.297
C4 2.194 -0.598 1.767
N1 -2.164 1.011 0.863
C5 -3.039 0.373 -0.130
C6 -1.067 0.097 1.046
H1 2.598 1.252 1.099
H2 0.535 1.069 1.899
H3 1.883 0.846 -2.081
H4 0.851 0.906 -0.868
H5 0.970 -1.010 -2.186
H6 1.227 -1.973 -0.659
H7 2.594 -1.346 -1.629
H8 2.826 -0.358 2.606
H9 1.539 -1.457 1.690
H10 -2.449 0.160 -1.056
H11 -3.668 -0.430 0.265
H12 -3.825 1.056 -0.479
H13 -1.380 -0.799 1.585
H14 -0.703 -0.246 0.055
H15 -0.128 0.606 1.569
H16 -1.344 -0.329 -2.743
H17 -1.767 1.815 0.385
O1 -0.987 0.021 -1.920

Energy relative to the best compared isomer or geometry (same formula, charge and spin) (kJ/mol): 1192.10
E_HOMO (hartree): -0.264
Maximum force (eV Å⁻¹): 5.2
HOMO-LUMO gap (eV): 4.575

Per-atom Mulliken charges, elementary charge units: C -0.9685; C -0.0582; C -1.2133; C -0.4436; N -0.3389; C -0.6938; C -0.0061; H 0.4200; H 0.6689; H 0.2778; H 0.4834; H 0.2800; H 0.2786; H 0.4646; H 0.2912; H 0.2741; H 0.2415; H 0.2985; H 0.3233; H 0.3566; H 0.0921; H -0.5679; H 0.1319; H 0.3588; O -0.9509

***

Record 3
Entry from the Open Molecules 2025 dataset: C6H15N in the gas phase (wB97M-V/def2-TZVPD).

Geometry (Å):
C1 0.104 -0.364 1.848
C2 0.816 0.240 2.999
C3 0.785 -0.210 0.493
N1 -0.209 -0.017 -0.571
C4 0.370 -0.160 -1.962
C5 -0.699 -0.920 -2.799
C6 -0.905 1.268 -0.385
H1 -1.047 -0.213 1.754
H2 -0.138 -1.329 2.209
H3 1.097 1.308 2.979
H4 1.716 -0.310 3.032
H5 0.111 0.188 3.953
H6 1.537 -1.094 0.299
H7 1.507 0.583 0.585
H8 0.558 0.783 -2.522
H9 1.105 -0.871 -1.781
H10 -0.711 -0.968 -3.879
H11 -1.813 -0.620 -2.570
H12 -0.743 -1.946 -2.702
H13 -1.147 1.285 0.704
H14 -0.460 2.133 -0.798
H15 -1.833 1.232 -0.885

Energy relative to the best compared isomer or geometry (same formula, charge and spin) (kJ/mol): 280.25
E_HOMO (hartree): -0.312
Maximum force (eV Å⁻¹): 3.7
SMILES: CCCN(C)CC
HOMO-LUMO gap (eV): 9.618

Per-atom Mulliken charges, elementary charge units: C -0.3692; C -1.2880; C -0.6143; N 0.0646; C -0.4205; C -1.1918; C -1.1114; H 0.3574; H 0.3013; H 0.3309; H 0.3464; H 0.2905; H 0.3157; H 0.2922; H 0.3276; H 0.3365; H 0.4158; H 0.2020; H 0.3710; H 0.3124; H 0.3916; H 0.3392

***

Record 4
Entry from the Open Molecules 2025 dataset: C7H8 in the gas phase (wB97M-V/def2-TZVPD).

Geometry (Å):
C1 -1.619 -0.596 -1.542
C2 -1.745 0.550 -0.688
C3 -0.615 -1.452 -1.438
C4 -0.752 0.910 0.204
C5 0.464 -0.970 -0.506
C6 0.431 0.251 0.351
C7 1.473 0.522 1.377
H1 -2.435 -0.667 -2.253
H2 -2.578 1.247 -0.957
H3 -0.495 -2.326 -1.973
H4 -1.171 1.793 0.688
H5 1.439 -1.567 -0.321
H6 1.798 1.545 1.484
H7 2.408 -0.033 1.209
H8 1.056 0.234 2.301

Energy relative to the best compared isomer or geometry (same formula, charge and spin) (kJ/mol): 0.00
E_HOMO (spin up / spin down) (hartree): -0.186 / -0.343
2S+1: 3
Maximum force (eV Å⁻¹): 3.9
HOMO-LUMO gap (spin up / spin down) (eV): 6.127 / 7.317
⟨S²⟩: 2.016

Per-atom Mulliken charges, elementary charge units: C -0.1099; C -0.6484; C -0.7720; C 0.0534; C -0.3508; C 0.6390; C -1.2943; H 0.3135; H 0.2745; H 0.4525; H 0.2599; H 0.2049; H 0.3278; H 0.3574; H 0.2925

***

Record 5
Entry from the Open Molecules 2025 dataset: C8H14 in the gas phase (wB97M-V/def2-TZVPD).

Geometry (Å):
C1 -2.953 0.279 -1.260
C2 -1.740 0.284 -0.345
C3 -0.542 -0.416 -0.918
C4 -0.279 -0.203 -2.257
C5 0.365 -1.301 -0.078
C6 0.932 -0.399 0.931
C7 2.205 -0.082 1.154
C8 2.741 0.722 2.365
H1 -2.798 0.861 -2.212
H2 -3.205 -0.795 -1.587
H3 -3.792 0.840 -0.842
H4 -2.186 0.077 0.686
H5 -1.347 1.271 -0.259
H6 0.565 -0.609 -2.649
H7 -0.815 0.422 -3.006
H8 1.192 -1.764 -0.584
H9 -0.117 -2.126 0.486
H10 0.278 0.132 1.533
H11 3.057 -0.315 0.634
H12 1.930 1.427 2.783
H13 2.989 0.184 3.175
H14 3.518 1.512 2.248

Energy relative to the best compared isomer or geometry (same formula, charge and spin) (kJ/mol): 267.85
E_HOMO (hartree): -0.325
Maximum force (eV Å⁻¹): 5.8
SMILES: C=C(CC)C/C=C/C
HOMO-LUMO gap (eV): 9.942

Per-atom Mulliken charges, elementary charge units: C -1.1843; C -0.3783; C 0.6268; C -1.2596; C -0.5283; C -0.2932; C -0.2527; C -1.2752; H 0.2551; H 0.3048; H 0.3681; H 0.2873; H 0.3362; H 0.3679; H 0.2130; H 0.4067; H 0.2529; H 0.3714; H 0.4097; H 0.2690; H 0.3713; H 0.3312

***

Record 6
Entry from the Open Molecules 2025 dataset: 2 unconnected molecules or ions with the total composition CH3OS2 (wB97M-V/def2-TZVPD).

Geometry (Å):
C1 -0.754 -0.631 -1.565
O1 2.034 1.625 1.531
S1 0.240 -0.014 3.103
S2 0.640 1.077 1.518
H1 -1.570 -0.822 -0.906
H2 0.042 -0.003 -1.238
H3 -0.632 -1.232 -2.443

Energy relative to the best compared isomer or geometry (same formula, charge and spin) (kJ/mol): 134.23
E_HOMO (spin up / spin down) (hartree): -0.141 / -0.079
Maximum force (eV Å⁻¹): 0.6
Net charge: -1
HOMO-LUMO gap (spin up / spin down) (eV): 7.765 / 5.226

Per-atom Mulliken charges, elementary charge units: C -0.7691; O -0.5561; S -0.5550; S 0.1203; H 0.2781; H 0.1957; H 0.2860

***

Record 7
Entry from the Open Molecules 2025 dataset: a molecular structure, C35H31BrCl2N6O2PtSe (wB97M-V/def2-TZVPD).

Geometry (Å):
Pt1 -0.194 -1.157 1.219
N1 -2.358 1.739 1.538
C1 -1.800 3.025 1.373
C2 -1.906 3.945 2.424
C3 -1.509 5.259 2.286
C4 -0.964 5.680 1.079
C5 -0.836 4.776 0.046
C6 -1.244 3.433 0.151
C7 -1.103 2.573 -1.057
C8 -1.763 3.013 -2.214
C9 -1.824 2.256 -3.367
C10 -1.201 1.012 -3.390
C11 -0.500 0.573 -2.290
C12 -0.405 1.356 -1.122
H1 -2.849 1.662 2.417
H2 -1.722 0.953 1.441
H3 -2.337 3.607 3.361
H4 -1.616 5.947 3.114
H5 -0.625 6.700 0.952
H6 -0.377 5.089 -0.883
H7 -2.299 3.953 -2.174
H8 -2.368 2.619 -4.229
H9 -1.248 0.390 -4.275
H10 0.036 -0.370 -2.304
N2 0.101 -4.299 2.286
C13 -0.937 -3.741 2.939
C14 -1.643 -4.450 3.935
C15 -2.751 -3.882 4.501
C16 -3.180 -2.618 4.082
C17 -2.431 -1.978 3.129
N3 -1.312 -2.500 2.596
H11 0.490 -5.166 2.604
H12 0.599 -3.769 1.588
H13 -1.308 -5.439 4.216
H14 -3.303 -4.422 5.260
H15 -4.070 -2.156 4.480
H16 -2.716 -1.008 2.739
C18 4.605 0.577 2.478
N4 3.996 0.313 1.192
C19 3.993 1.376 0.187
C20 3.032 2.555 0.313
N5 0.402 0.795 -0.144
C21 1.563 2.360 2.821
C22 3.162 -0.762 0.943
Se1 2.032 -1.450 2.377
H17 5.665 0.312 2.465
H18 4.107 -0.001 3.255
H19 4.519 1.636 2.728
H20 4.937 1.937 0.287
H21 1.600 0.454 1.397
H22 0.576 2.966 0.887
H23 2.499 2.824 3.088
H24 0.705 2.270 3.472
Br1 -4.195 -4.342 -5.839
C23 -3.374 -3.678 -4.266
C24 -3.981 -2.642 -3.573
C25 -3.377 -2.162 -2.423
C26 -2.183 -2.716 -1.977
C27 -1.583 -3.748 -2.689
C28 -2.179 -4.238 -3.840
C29 -1.535 -2.172 -0.755
O1 -0.391 -2.616 -0.412
O2 -2.090 -1.267 -0.086
H25 -4.908 -2.218 -3.932
H26 -3.817 -1.348 -1.863
H27 -0.644 -4.154 -2.338
H28 -1.723 -5.039 -4.403
Cl1 2.678 -2.677 -2.786
C30 3.391 -1.111 -2.587
C31 3.890 -0.448 -3.694
C32 4.450 0.813 -3.546
C33 4.502 1.406 -2.295
C34 3.997 0.740 -1.190
Cl2 1.223 1.770 1.092
C35 3.444 -0.534 -1.315
N6 2.888 -1.197 -0.227
H29 3.833 -0.922 -4.664
H30 4.837 1.334 -4.412
H31 4.921 2.398 -2.175

Energy relative to the best compared isomer or geometry (same formula, charge and spin) (kJ/mol): 1210.45
E_HOMO (spin up / spin down) (hartree): -0.250 / -0.269
2S+1: 5
Maximum force (eV Å⁻¹): 1.1
HOMO-LUMO gap (spin up / spin down) (eV): 6.225 / 6.367
⟨S²⟩: 6.032

Per-atom Mulliken charges, elementary charge units: Pt 2.6086; N -0.3207; C 1.7441; C -0.6279; C -0.7147; C -0.9251; C -0.0345; C -1.2250; C 0.6320; C -0.4973; C -1.1496; C -0.6817; C -0.7742; C 0.2695; H 0.3052; H 0.0028; H 0.3713; H 0.3973; H 0.4027; H 0.5212; H 0.4636; H 0.3941; H 0.5156; H 0.6005; N -0.2349; C 0.8135; C -0.9264; C -0.2652; C -0.8372; C -0.1274; N -0.1657; H 0.2329; H 0.0302; H 0.3719; H 0.3944; H 0.4315; H 0.2846; C -1.1151; N 0.1855; C 0.6148; C -1.1538; N -0.4176; C -0.8830; C -0.3222; Se -0.3516; H 0.2851; H 0.3273; H 0.3864; H 0.6810; H -0.2943; H 0.3179; H 0.2734; H 0.3348; Br -0.1994; C 0.1350; C -0.6536; C -0.2214; C 0.2278; C -0.1646; C -0.6435; C 0.1232; O -0.9992; O -0.8903; H 0.4382; H 0.4707; H 0.4564; H 0.4365; Cl -0.2007; C 0.8826; C -0.5932; C -0.6015; C -1.0227; C 0.7568; Cl 0.6559; C -0.6582; N -0.1595; H 0.4631; H 0.3925; H 0.4204

***

Record 8
Entry from the Open Molecules 2025 dataset: a molecular structure, C15H46Li3N7O9 (wB97M-V/def2-TZVPD).

Geometry (Å):
Li1 14.063 2.706 17.441
Li2 16.338 -1.025 19.205
Li3 13.750 -1.965 16.414
C1 17.298 0.342 14.353
C2 17.268 1.187 15.573
C3 17.311 2.688 15.407
O1 16.218 0.826 16.436
H1 17.052 -0.719 14.307
H2 18.356 0.371 14.092
H3 16.632 0.765 13.602
H4 18.119 0.836 16.156
H5 18.193 2.899 14.803
H6 17.549 3.223 16.327
H7 16.385 3.161 15.079
C4 14.948 7.456 10.892
O2 15.319 8.612 10.716
N1 13.786 6.975 10.534
N2 15.689 6.531 11.520
H8 13.629 6.006 10.774
H9 13.247 7.488 9.851
H10 16.495 6.931 11.980
H11 15.312 5.601 11.635
C5 18.875 -4.319 17.525
O3 17.720 -4.249 17.828
N3 19.937 -4.320 18.359
N4 19.285 -4.649 16.358
H12 20.882 -4.453 18.028
H13 19.744 -4.284 19.350
H14 18.554 -4.904 15.710
H15 20.270 -4.771 16.172
C6 19.302 -3.561 9.920
O4 20.076 -4.502 9.793
N5 18.583 -3.347 11.008
N6 19.189 -2.577 9.067
H16 17.999 -2.559 11.249
H17 18.875 -4.103 11.612
H18 19.683 -2.742 8.202
H19 18.630 -1.759 9.260
C7 24.787 3.842 17.664
C8 23.302 4.161 17.298
C9 22.590 2.796 17.120
C10 22.311 2.102 18.498
C11 21.508 3.101 19.367
C12 22.112 4.505 19.577
N7 22.600 5.041 18.271
O5 23.277 6.209 18.517
C13 20.931 5.400 20.101
C14 23.196 4.311 20.672
C15 23.243 4.993 15.875
H20 25.373 4.761 17.642
H21 25.341 3.238 16.947
H22 24.809 3.424 18.671
H23 21.577 2.992 16.768
H24 23.141 2.183 16.407
H25 23.277 1.750 18.860
H26 21.779 1.154 18.419
H27 21.472 2.519 20.289
H28 20.477 3.188 19.026
H29 21.125 6.373 20.552
H30 20.168 5.403 19.324
H31 20.540 4.793 20.918
H32 22.810 4.332 21.691
H33 23.752 3.374 20.682
H34 23.933 5.109 20.762
H35 23.921 4.636 15.100
H36 23.607 6.020 15.905
H37 22.240 5.081 15.457
H38 22.634 6.874 18.260
O6 16.548 1.054 9.614
H39 16.766 1.691 8.933
H40 15.697 0.704 9.352
O7 12.531 3.350 11.874
H41 12.262 3.458 12.786
H42 12.950 2.490 11.848
O8 13.890 -2.701 13.131
H43 13.653 -3.528 12.712
H44 13.996 -2.086 12.405
O9 15.967 6.796 18.109
H45 15.046 6.954 18.317
H46 16.308 7.655 17.860

E_HOMO (hartree): -0.411
Maximum force (eV Å⁻¹): 5.1
Net charge: +2
HOMO-LUMO gap (eV): 2.685

Per-atom Mulliken charges, elementary charge units: Li 0.9149; Li 0.9218; Li 0.9399; C -1.1855; C 0.6854; C -1.1581; O -1.1019; H 0.3752; H 0.3256; H 0.2553; H 0.0738; H 0.3047; H 0.2935; H 0.3069; C 0.6470; O -0.6422; N -0.3458; N -0.3776; H 0.1280; H 0.2260; H 0.2127; H 0.1477; C 0.7501; O -0.7094; N -0.3891; N -0.3751; H 0.1726; H 0.2057; H 0.1956; H 0.1708; C 0.6557; O -0.6491; N -0.3705; N -0.3649; H 0.1774; H 0.1896; H 0.2164; H 0.1525; C -1.5693; C 1.2093; C -1.0966; C -0.7539; C -1.1433; C 1.7261; N 0.1877; O -0.4888; C -1.8043; C -1.9134; C -1.7383; H 0.3867; H 0.3968; H 0.3334; H 0.2983; H 0.4799; H 0.3592; H 0.4114; H 0.3395; H 0.4023; H 0.3807; H 0.4521; H 0.4115; H 0.4382; H 0.3427; H 0.4078; H 0.4035; H 0.4113; H 0.3630; H 0.3665; O -0.6419; H 0.3236; H 0.3155; O -0.5848; H 0.2901; H 0.3012; O -0.6328; H 0.3312; H 0.3184; O -0.6343; H 0.3078; H 0.3303

***

> maximum force of number 6 (CH3OS2)?

0.6 eV Å⁻¹